(1)
{"formula": "C46H118CuN5O16", "method": "ωB97M-V/def2-TZVPD", "orbital_gap_ev": [8.6, 7.8], "total_charge": 1, "e_lumo_ev": [-1.77, -2.62], "multiplicity": 2, "e_homo_ev": [-10.39, -10.39], "total_energy_ha": -4940.96404, "relative_energy_kj_mol": 160.3, "species": ["Cu", "C", "O", "H", "H", "H", "C", "O", "C", "C", "N", "C", "C", "O", "C", "H", "H", "H", "H", "H", "H", "H", "H", "H", "H", "H", "H", "H", "H", "H", "C", "O", "C", "C", "N", "C", "C", "O", "C", "H", "H", "H", "H", "H", "H", "H", "H", "H", "H", "H", "H", "H", "H", "H", "C", "O", "C", "C", "N", "C", "C", "O", "C", "H", "H", "H", "H", "H", "H", "H", "H", "H", "H", "H", "H", "H", "H", "H", "C", "O", "C", "C", "N", "C", "C", "O", "C", "H", "H", "H", "H", "H", "H", "H", "H", "H", "H", "H", "H", "H", "H", "H", "C", "O", "C", "C", "N", "C", "C", "O", "C", "H", "H", "H", "H", "H", "H", "H", "H", "H", "H", "H", "H", "H", "H", "H", "C", "C", "C", "O", "H", "H", "H", "H", "H", "H", "H", "H", "C", "C", "C", "O", "H", "H", "H", "H", "H", "H", "H", "H", "C", "C", "C", "O", "H", "H", "H", "H", "H", "H", "H", "H", "C", "C", "C", "O", "H", "H", "H", "H", "H", "H", "H", "H", "C", "C", "C", "O", "H", "H", "H", "H", "H", "H", "H", "H"], "xyz": [[0.3307, 2.7797, 2.7144], [-0.9278, 1.0603, 0.9152], [-0.4094, 2.3242, 1.1546], [-0.4556, 0.3428, 1.6600], [-2.0096, 0.9593, 1.1501], [-0.7393, 0.7028, -0.0751], [1.9977, -6.6637, 5.2794], [1.3341, -5.4315, 5.1658], [0.3747, -5.1630, 6.2933], [-0.6803, -4.1660, 5.8803], [-1.5116, -4.6422, 4.7880], [-1.1487, -4.3061, 3.3913], [-2.4325, -4.2224, 2.5206], [-3.3619, -3.2706, 3.0490], [-4.3669, -3.0166, 2.0942], [2.5442, -6.7849, 6.2192], [2.8597, -6.6225, 4.5972], [1.3761, -7.5845, 5.1123], [0.8752, -4.7233, 7.1869], [-0.1588, -6.0885, 6.5376], [-0.2551, -3.1725, 5.7739], [-1.2426, -4.0433, 6.7612], [-2.4688, -4.3416, 5.0209], [-0.5201, -5.1184, 2.9881], [-0.6208, -3.3275, 3.3204], [-2.8792, -5.1914, 2.4488], [-2.1273, -3.9160, 1.5673], [-5.3335, -3.4997, 2.4173], [-4.1398, -3.5011, 1.1475], [-4.5284, -1.9448, 1.9750], [1.1860, 5.3748, 0.9464], [0.8309, 5.1839, 2.3166], [-0.4840, 5.6712, 2.5551], [-0.9742, 5.0932, 3.8887], [-1.2760, 3.6344, 3.7306], [-2.5712, 3.4394, 3.1024], [-3.5466, 2.9485, 4.1369], [-3.1010, 1.7983, 4.8111], [-3.3129, 0.6366, 3.9600], [0.7737, 6.3633, 0.6277], [0.7982, 4.5773, 0.3341], [2.3000, 5.2778, 0.9460], [-1.1215, 5.2712, 1.7308], [-0.6700, 6.7203, 2.6311], [-1.8593, 5.6032, 4.2897], [-0.1660, 5.1444, 4.6143], [-1.2690, 3.2425, 4.6145], [-2.5954, 2.8544, 2.1958], [-3.0167, 4.3695, 2.7301], [-4.4904, 2.6907, 3.6248], [-3.6854, 3.5489, 5.0018], [-4.2685, 0.8155, 3.3818], [-3.4951, -0.2544, 4.5835], [-2.4798, 0.4195, 3.2788], [5.2953, -2.5326, 2.0279], [4.2044, -3.3700, 1.7407], [2.9920, -2.7379, 1.6862], [1.8398, -3.6679, 1.3302], [1.8237, -4.1830, -0.0070], [0.8204, -5.1916, -0.2957], [1.0658, -5.7652, -1.6578], [2.3710, -6.2754, -1.6856], [2.7755, -6.7176, -2.9739], [6.1736, -3.0838, 1.7329], [5.4307, -2.3231, 3.1119], [5.2604, -1.5833, 1.4780], [3.0696, -1.9878, 0.8624], [2.7770, -2.2713, 2.6494], [0.9174, -3.1132, 1.6062], [1.7878, -4.3722, 2.1185], [2.7642, -4.5772, -0.2348], [-0.1303, -4.7095, -0.1358], [0.8975, -5.9890, 0.4051], [0.9276, -4.9858, -2.4930], [0.3239, -6.5770, -1.7717], [3.3128, -5.9500, -3.4710], [1.8508, -6.9343, -3.5707], [3.3827, -7.5867, -2.9241], [-2.3999, -1.6891, -5.8339], [-1.6615, -0.5077, -5.7957], [-0.2936, -0.7467, -6.2842], [0.4278, 0.5084, -5.8099], [-0.0659, 1.6533, -6.5351], [0.4509, 2.9178, -5.8398], [-0.3501, 4.0787, -6.3645], [-1.6877, 3.8767, -6.0455], [-2.7075, 4.3975, -6.8515], [-3.0587, -1.9003, -6.6581], [-3.0098, -1.6872, -4.9144], [-1.7528, -2.5857, -5.7714], [-0.2329, -0.7456, -7.4330], [0.0550, -1.6938, -5.8010], [1.4865, 0.2852, -5.9836], [0.3213, 0.5721, -4.7370], [-1.0498, 1.5325, -6.4773], [1.5199, 2.9935, -6.0200], [0.2689, 2.9014, -4.7353], [-0.2590, 4.0414, -7.4658], [0.0658, 5.0665, -5.9529], [-2.7545, 5.4349, -6.7022], [-3.6756, 3.9932, -6.6438], [-2.4769, 4.3013, -7.9074], [2.3014, 0.9689, 1.1070], [1.9992, 1.7401, 2.3367], [2.9110, 1.5079, 3.3765], [2.9383, 2.7971, 4.2070], [1.5841, 3.1914, 4.4538], [1.1297, 2.6747, 5.7605], [0.9835, 1.2306, 5.8403], [0.2428, 0.7187, 4.7938], [0.2905, -0.7053, 4.9035], [3.0614, 1.4313, 0.4699], [1.4033, 0.6470, 0.6119], [2.7495, 0.0380, 1.4511], [3.8957, 1.4251, 2.9725], [2.7023, 0.6939, 4.0548], [3.4524, 3.6216, 3.7365], [3.5573, 2.6581, 5.0462], [1.5717, 4.1690, 4.5497], [0.1586, 3.1264, 5.9112], [1.8995, 3.0554, 6.5080], [0.4654, 0.9365, 6.7822], [1.9872, 0.7132, 5.8859], [1.3255, -0.9454, 4.8200], [-0.1733, -1.0576, 3.9652], [-0.0839, -1.0083, 5.8439], [2.3498, 1.3495, -2.2210], [3.7550, 1.6823, -2.5687], [3.7659, 2.7946, -3.6222], [4.3642, 2.0961, -1.3533], [1.9206, 2.0986, -1.6600], [2.2641, 0.4278, -1.6226], [1.6907, 1.1226, -3.0685], [4.3344, 0.8119, -2.9972], [3.4056, 2.3729, -4.5258], [4.7903, 3.2398, -3.6783], [3.2142, 3.7046, -3.3102], [5.2586, 2.3372, -1.6807], [-2.1097, 2.9349, -2.7786], [-1.3407, 3.9531, -1.9761], [-1.5467, 5.3704, -2.5139], [-1.8598, 3.9645, -0.5941], [-2.3374, 2.0383, -2.1571], [-1.3891, 2.5618, -3.6008], [-3.0893, 3.3559, -3.1597], [-0.2433, 3.7122, -2.0375], [-2.5553, 5.6785, -2.3486], [-1.4873, 5.2806, -3.6016], [-0.9961, 6.1537, -2.0793], [-1.2214, 3.4808, -0.0833], [-1.8026, -3.0295, -1.6722], [-0.7254, -1.9585, -1.9852], [-1.4409, -0.6420, -2.2565], [0.1180, -1.8796, -0.8363], [-1.4443, -4.0563, -1.8648], [-2.6923, -2.7738, -2.3518], [-2.0547, -2.7857, -0.6195], [-0.1668, -2.2015, -2.9331], [-1.9634, -0.7342, -3.2285], [-0.6924, 0.1908, -2.2811], [-2.1844, -0.5089, -1.5154], [0.9310, -2.4240, -0.8675], [3.0745, -3.1419, -3.6258], [4.5048, -3.4709, -3.9314], [5.0194, -2.8523, -5.2021], [5.2421, -2.9722, -2.8159], [2.2569, -3.5962, -4.2074], [2.8940, -2.0531, -3.7737], [2.8556, -3.4073, -2.5947], [4.5860, -4.5286, -3.8858], [4.9559, -1.7587, -4.9833], [4.3158, -3.1518, -5.9698], [6.0793, -3.1143, -5.2869], [5.4460, -2.0093, -2.8885], [-6.3697, 3.7117, 0.7789], [-5.9335, 2.4613, 0.0500], [-5.8521, 2.5147, -1.4891], [-4.7132, 1.8241, 0.4401], [-5.6904, 4.6177, 0.5681], [-6.3886, 3.6186, 1.8238], [-7.3659, 3.8722, 0.4452], [-6.7389, 1.7385, 0.3197], [-6.8692, 2.6254, -1.9616], [-5.2737, 1.6538, -1.8711], [-5.2162, 3.3681, -1.7512], [-3.9645, 2.3389, 0.0231]]}

(2)
{"formula": "C3H7N2", "method": "ωB97M-V/def2-TZVPD", "orbital_gap_ev": 11.4, "total_charge": 1, "smiles": "[H]/N=C(/[NH3+])C=C", "e_lumo_ev": -3.98, "multiplicity": 1, "e_homo_ev": -15.35, "total_energy_ha": -227.68151, "relative_energy_kj_mol": 191.2, "species": ["H", "N", "C", "N", "C", "C", "H", "H", "H", "H", "H", "H"], "xyz": [[-0.7281, -2.2064, 0.3233], [-0.1361, -1.5903, 0.8251], [-0.1557, -0.4218, 0.4419], [0.9245, 0.3152, 1.4094], [-0.8816, 0.1654, -0.7675], [-0.3298, 0.7477, -1.7699], [0.9433, 1.3970, 1.4986], [1.6074, -0.1030, 0.8428], [0.7546, -0.1200, 2.2230], [-1.8970, -0.1673, -0.5816], [-0.8709, 1.0322, -2.6196], [0.7694, 0.9513, -1.8254]]}

(3)
{"formula": "C22H34FLuN5O8", "method": "ωB97M-V/def2-TZVPD", "orbital_gap_ev": [5.1, 3.7], "total_charge": 1, "e_lumo_ev": [-2.86, -2.85], "multiplicity": 1, "e_homo_ev": [-7.95, -6.58], "total_energy_ha": -3069.51706, "relative_energy_kj_mol": 0.0, "species": ["O", "H", "Lu", "N", "N", "O", "O", "C", "C", "C", "C", "H", "H", "H", "H", "H", "H", "H", "H", "O", "H", "H", "C", "H", "H", "H", "O", "H", "H", "F", "C", "C", "C", "C", "O", "C", "C", "N", "C", "C", "C", "C", "C", "C", "N", "C", "C", "N", "C", "C", "C", "O", "O", "H", "H", "H", "H", "H", "H", "H", "H", "H", "H", "H", "H", "H", "H", "H", "H", "H", "H"], "xyz": [[2.3732, -1.8035, -2.6263], [1.9135, -2.2747, -3.3469], [0.1170, -0.5464, -0.4496], [1.0581, 0.9507, 1.0851], [1.7501, 0.8353, -1.3275], [0.7809, 0.8347, 2.4914], [2.0666, 0.7366, -2.6907], [1.9151, 1.9220, 0.7247], [2.3162, 1.8494, -0.6490], [2.4502, 2.9618, 1.6502], [3.2926, 2.7949, -1.2554], [2.2260, 2.7390, 2.6994], [2.0455, 3.9632, 1.4237], [3.5446, 3.0266, 1.5590], [3.2812, 2.6967, -2.3455], [4.3128, 2.5909, -0.8927], [3.0503, 3.8317, -0.9827], [0.5584, 1.7410, 2.7799], [2.2373, -0.2685, -2.8184], [-1.2239, 1.3755, -0.9037], [-1.1570, 2.2579, -0.5006], [-1.3613, 1.5030, -1.8638], [1.7013, -2.2006, -1.3094], [0.6147, -2.3857, -1.4799], [2.0138, -1.4347, -0.5598], [2.1439, -3.1340, -0.9502], [0.9909, -1.9852, 2.1757], [0.8384, -1.1360, 2.6493], [0.1458, -2.4493, 2.2418], [-4.7532, -3.0643, 4.1330], [-4.9608, -2.6278, 2.8441], [-3.8630, -2.1794, 2.1363], [-4.0121, -1.7543, 0.7921], [-2.8941, -1.4091, -0.0464], [-1.6898, -1.3332, 0.4482], [-3.1801, -1.1259, -1.4291], [-4.4910, -0.8882, -1.8022], [-5.5579, -1.0455, -0.9582], [-6.8301, -0.5933, -1.3576], [-6.9016, 0.6141, -2.2460], [-7.2144, -0.7314, -2.8020], [-5.3370, -1.6578, 0.2858], [-6.4225, -2.1669, 1.0080], [-6.2629, -2.7000, 2.3029], [-7.3637, -3.3091, 2.9332], [-8.1547, -4.2484, 2.1395], [-9.6112, -4.2291, 2.5708], [-9.6281, -4.4605, 4.0315], [-8.8319, -3.5298, 4.8574], [-7.3945, -3.5931, 4.3538], [-2.1587, -0.9603, -2.5572], [-2.5922, -0.8089, -3.6997], [-0.8852, -0.9578, -2.2476], [-2.8810, -2.1548, 2.5874], [-4.7199, -0.5303, -2.8014], [-7.6217, -0.6891, -0.6179], [-7.7513, 1.2746, -2.0855], [-5.9636, 1.0952, -2.5218], [-6.4928, -1.2084, -3.4685], [-8.2651, -0.9354, -3.0002], [-7.4103, -2.1759, 0.5554], [-7.7527, -5.2795, 2.2516], [-8.0805, -3.9783, 1.0832], [-10.0945, -3.2659, 2.3978], [-10.1848, -5.0185, 2.0781], [-10.5924, -4.4511, 4.3622], [-9.2174, -5.3848, 4.1809], [-8.9000, -3.8420, 5.9023], [-9.2791, -2.5402, 4.7419], [-6.9822, -4.6034, 4.5557], [-6.7943, -2.8534, 4.8879]]}

(4)
{"formula": "C26H70BF6HgN7O10PbS2", "method": "ωB97M-V/def2-TZVPD", "orbital_gap_ev": 4.1, "total_charge": 2, "e_lumo_ev": -9.12, "multiplicity": 1, "e_homo_ev": -13.26, "total_energy_ha": -3933.84285, "relative_energy_kj_mol": 1515.1, "species": ["Hg", "Pb", "C", "F", "F", "F", "S", "O", "O", "N", "S", "O", "O", "C", "F", "F", "F", "B", "H", "H", "H", "H", "C", "C", "C", "O", "C", "N", "H", "H", "H", "H", "H", "H", "H", "H", "H", "H", "H", "C", "C", "C", "O", "C", "N", "H", "H", "H", "H", "H", "H", "H", "H", "H", "H", "H", "C", "C", "C", "O", "C", "N", "H", "H", "H", "H", "H", "H", "H", "H", "H", "H", "H", "C", "C", "C", "O", "C", "N", "H", "H", "H", "H", "H", "H", "H", "H", "H", "H", "H", "C", "C", "C", "O", "C", "N", "H", "H", "H", "H", "H", "H", "H", "H", "H", "H", "H", "C", "C", "C", "O", "C", "N", "H", "H", "H", "H", "H", "H", "H", "H", "H", "H", "H"], "xyz": [[-2.8126, -1.9547, -1.9628], [2.5139, 1.6944, 0.4383], [-6.6507, 1.1605, -4.1419], [-6.7946, 1.9738, -5.2449], [-7.5400, 1.4715, -3.1154], [-6.8715, -0.1278, -4.3776], [-4.8339, 1.3971, -3.4587], [-4.0542, 0.3349, -4.1216], [-4.3053, 2.7488, -3.6904], [-4.8856, 0.8259, -1.7855], [-5.0612, 2.1611, -0.9680], [-3.9051, 2.3114, -0.1120], [-5.6088, 3.3548, -1.6132], [-6.5381, 1.6506, 0.2217], [-6.0598, 0.8671, 1.1520], [-7.1962, 2.6256, 0.7420], [-7.4921, 0.9441, -0.4427], [0.1213, -0.7824, -0.8695], [1.1370, -0.9002, -0.5251], [-0.1858, 0.2411, -0.7197], [-0.0567, -0.9236, -1.9243], [-0.4767, -1.5030, -0.3334], [-0.4702, 5.5162, -2.6214], [0.2572, 4.3120, -2.2508], [1.6044, 4.2030, -2.9944], [2.0345, 2.8709, -2.8416], [1.5405, 2.0522, -3.9263], [0.4986, 4.4345, -0.8247], [-1.3946, 5.8215, -2.1312], [-0.6430, 5.6144, -3.6931], [0.1412, 6.4183, -2.6456], [-0.3635, 3.4486, -2.4904], [2.2637, 4.8873, -2.4603], [1.4502, 4.5100, -4.0289], [1.9636, 2.4056, -4.8666], [0.4663, 2.1071, -4.1028], [1.9422, 1.0564, -3.7388], [1.1229, 5.2284, -0.8290], [-0.3071, 4.6387, -0.2507], [-0.4975, 1.9104, 4.5531], [0.3921, 3.1296, 4.8744], [0.1969, 3.3007, 6.3587], [1.3954, 3.8925, 6.9134], [1.4028, 4.0690, 8.3011], [1.7678, 2.7966, 4.4228], [-0.4442, 1.1343, 5.3166], [-0.4114, 1.6047, 3.5104], [-1.5693, 2.0458, 4.6978], [-0.0118, 3.9395, 4.2670], [0.0864, 2.3656, 6.9078], [-0.7018, 3.8492, 6.6412], [1.2934, 3.1257, 8.8363], [0.6877, 4.7897, 8.6977], [2.4534, 4.3560, 8.3457], [2.2245, 3.6121, 4.8055], [2.1576, 2.2777, 5.1967], [2.4369, -3.0213, 2.9429], [2.8344, -1.7319, 3.7203], [3.2912, -1.8598, 5.1924], [3.6409, -0.4767, 5.5666], [3.7724, -0.2604, 6.9895], [3.8473, -1.0473, 2.9231], [3.0610, -3.2491, 2.0788], [1.4486, -3.1010, 2.4902], [2.4923, -3.9120, 3.5687], [2.0461, -0.9813, 3.6632], [4.1190, -2.5688, 5.1992], [2.5325, -2.4110, 5.7481], [4.5507, -0.9001, 7.4058], [2.9026, -0.6917, 7.4852], [3.9570, 0.7690, 7.2967], [4.3430, -0.6916, 3.7280], [4.5291, -1.7126, 2.5876], [0.7846, -6.3166, -2.6365], [0.0476, -4.9604, -2.9516], [-0.0942, -4.7985, -4.3846], [-0.7896, -3.5469, -4.6451], [-0.3058, -2.9043, -5.8356], [-1.2427, -5.1022, -2.3205], [0.3033, -7.1895, -3.0775], [0.9038, -6.4715, -1.5642], [1.7805, -6.3881, -3.0737], [0.5696, -4.1813, -2.3961], [-0.6709, -5.6706, -4.6929], [0.8598, -4.7755, -4.9114], [-0.2967, -3.5742, -6.6955], [0.6886, -2.4681, -5.7408], [-1.1085, -2.2407, -6.1574], [-1.9317, -5.4149, -2.9895], [-1.1601, -5.8029, -1.5977], [7.7121, 3.7818, -0.8313], [6.4687, 2.9441, -0.8481], [6.7642, 1.4209, -0.7926], [5.6171, 0.6944, -0.9203], [5.9620, -0.5079, -1.6140], [5.7414, 3.3844, 0.3646], [7.5821, 4.8332, -0.5747], [8.2096, 3.7771, -1.8011], [8.4909, 3.4575, -0.1411], [5.8039, 3.1906, -1.6761], [7.3118, 1.1565, 0.1120], [7.2151, 1.2830, -1.7753], [6.7082, -1.0616, -1.0443], [6.2060, -0.2133, -2.6347], [5.0119, -1.0417, -1.6373], [6.3012, 3.0652, 1.1423], [5.8309, 4.3835, 0.4823], [-7.6400, -4.3840, -2.4946], [-6.3404, -3.6285, -2.0188], [-5.9843, -4.0532, -0.5238], [-4.7255, -3.4791, 0.0119], [-4.5022, -3.5144, 1.4417], [-5.2189, -3.7602, -2.8970], [-7.9036, -4.1902, -3.5344], [-8.5347, -3.9504, -2.0478], [-7.6692, -5.4484, -2.2618], [-6.5543, -2.5613, -1.9606], [-5.8481, -5.1248, -0.3787], [-6.7431, -3.7044, 0.1767], [-4.4941, -4.4839, 1.9399], [-5.3649, -2.9486, 1.7935], [-3.6773, -2.9141, 1.8252], [-5.4163, -4.7263, -3.1158], [-5.4355, -3.3176, -3.7786]]}

- Which value of multiplicity does entry 4 give?
  1

- What is the formula in the fourth record?
  C26H70BF6HgN7O10PbS2